## A
Entry from the OMol25 dataset: a single C19H20N2O3 molecule (wB97M-V/def2-TZVPD).

Each line ends with the natural charge from an NBO analysis.
CARTESIAN COORDINATES (ANGSTROEM)
C 3.302 -1.200 3.511  -0.240
C 3.361 -0.814 2.163  -0.204
C 2.193 -0.422 1.496  -0.276
C 0.981 -0.414 2.185  0.065
C -0.351 -0.109 1.401  0.031
O -1.379 0.051 2.212  -0.880
C 0.914 -0.771 3.536  -0.249
C 2.081 -1.169 4.199  -0.209
H 4.213 -1.497 4.031  0.208
H 4.313 -0.825 1.630  0.205
H 2.178 -0.144 0.440  0.199
H -0.406 -0.919 0.633  0.120
H -0.047 -0.746 4.053  0.250
H 2.021 -1.464 5.248  0.208
C -3.773 -0.842 0.343  -0.250
O -2.586 -0.243 -0.201  -0.483
C -1.927 -0.805 -1.229  0.352
C -0.787 -0.084 -1.613  0.059
N -0.405 1.043 -0.810  -0.338
C -0.236 1.022 0.531  0.533
N -0.053 2.273 0.948  -0.313
C 0.133 2.743 2.315  -0.421
C 0.008 3.111 -0.159  -0.065
C -0.230 2.353 -1.244  -0.054
C -0.180 -0.326 -2.847  0.313
O 0.857 0.485 -3.188  -0.504
C 1.678 0.086 -4.316  -0.254
C -0.628 -1.412 -3.625  -0.343
C -1.640 -2.236 -3.136  -0.153
C -2.314 -1.949 -1.948  -0.325
H -3.929 -0.274 1.257  0.237
H -4.610 -0.710 -0.358  0.172
H -3.626 -1.907 0.575  0.184
H -0.220 1.989 3.023  0.281
H 1.194 2.970 2.497  0.210
H -0.451 3.661 2.456  0.210
H 0.203 4.161 -0.065  0.230
H -0.289 2.607 -2.285  0.241
H 2.459 0.843 -4.366  0.206
H 2.117 -0.907 -4.144  0.190
H 1.100 0.076 -5.252  0.182
H -0.158 -1.616 -4.590  0.224
H -1.931 -3.112 -3.714  0.220
H -3.147 -2.556 -1.593  0.230

Summary:
- E_HOMO (eV) = -6.90
- charge = 0

## B
Entry from the OMol25 dataset: a single C19H20N2O3 molecule (wB97M-V/def2-TZVPD).

Each line ends with the natural charge from an NBO analysis.
CARTESIAN COORDINATES (ANGSTROEM)
C -0.804 5.454 -0.589  -0.714
C -0.062 4.142 -0.724  0.691
O 1.118 4.050 -0.931  -0.546
N -0.924 3.072 -0.571  -0.641
C -0.624 1.739 -0.650  0.466
N 0.604 1.389 -0.973  -0.466
C 0.932 0.108 -1.065  0.308
C 2.361 -0.169 -1.407  -0.443
C 3.257 0.079 -0.184  -0.382
C 2.988 -0.866 0.991  -0.222
C 3.731 -0.370 2.229  -0.597
C 3.412 -2.299 0.675  -0.606
C 0.018 -0.910 -0.825  -0.331
C -1.292 -0.586 -0.478  0.162
C -1.644 0.776 -0.390  -0.308
C -2.999 1.174 -0.050  0.786
O -3.394 2.324 0.035  -0.606
O -3.907 0.201 0.188  -0.468
C -3.598 -1.121 0.128  0.390
C -4.630 -2.012 0.410  -0.266
C -4.390 -3.369 0.371  -0.177
C -3.122 -3.841 0.052  -0.226
C -2.101 -2.960 -0.228  -0.152
C -2.315 -1.578 -0.198  -0.186
H -1.580 5.521 -1.349  0.230
H -1.274 5.518 0.389  0.230
H -0.107 6.278 -0.711  0.239
H -1.904 3.261 -0.350  0.443
H 2.663 0.529 -2.189  0.239
H 2.477 -1.189 -1.772  0.204
H 3.091 1.108 0.137  0.224
H 4.302 -0.017 -0.488  0.204
H 1.913 -0.858 1.209  0.195
H 4.803 -0.351 2.044  0.200
H 3.411 0.636 2.491  0.210
H 3.541 -1.022 3.079  0.205
H 3.230 -2.945 1.532  0.209
H 2.859 -2.701 -0.171  0.198
H 4.473 -2.335 0.439  0.203
H 0.331 -1.937 -0.910  0.215
H -5.601 -1.614 0.656  0.232
H -5.187 -4.062 0.590  0.221
H -2.935 -4.904 0.024  0.219
H -1.124 -3.343 -0.471  0.215

Summary:
- structure (SMILES) = CC(=O)Nc1nc(CCC(C)C)cc2c1c(=O)oc1ccccc12
- E_HOMO (eV) = -8.86
- charge = 0

Which is most stable, and by how much? B, by 4.792 eV.

## A
Entry from the OMol25 dataset: a single C6H12OS molecule (wB97M-V/def2-TZVPD).

Each line ends with the natural charge from an NBO analysis.
CARTESIAN COORDINATES (ANGSTROEM)
C -0.918 -1.840 0.232  -0.630
C -1.152 -0.377 0.003  0.236
C -2.333 -0.106 -0.956  -0.632
O -1.235 0.407 1.225  -0.513
C -0.164 0.666 0.298  0.179
C -0.119 1.993 -0.393  -0.629
C 1.150 0.249 0.836  -0.489
S 2.238 -0.440 -0.526  -0.084
H -1.844 -2.321 0.570  0.222
H -0.690 -2.241 -0.790  0.217
H -0.078 -1.995 0.872  0.220
H -1.984 -0.285 -1.960  0.212
H -2.680 0.928 -0.949  0.219
H -3.169 -0.780 -0.792  0.219
H -1.134 2.109 -0.846  0.222
H 0.695 2.018 -1.101  0.230
H 0.099 2.665 0.422  0.219
H 0.989 -0.533 1.593  0.227
H 1.714 1.065 1.249  0.221
H 3.377 -0.349 0.230  0.134

Summary:
- structure (SMILES) = CC1(C)O[C@@]1(C)CS
- E_HOMO (eV) = -9.26
- charge = 0

## B
Entry from the OMol25 dataset: a single C6H12OS molecule (wB97M-V/def2-TZVPD).

Each line ends with the natural charge from an NBO analysis.
CARTESIAN COORDINATES (ANGSTROEM)
C -0.326 1.802 -0.216  -0.664
C 0.904 0.915 -0.640  -0.087
C -0.634 -0.920 -0.113  -0.089
C 2.051 1.374 0.189  -0.667
C -0.370 -1.297 1.294  -0.687
C -0.941 -1.961 -1.148  -0.681
O -2.409 0.676 1.017  -0.983
S -1.699 0.607 -0.301  1.207
H -0.259 2.228 0.720  0.231
H -0.370 2.590 -0.916  0.226
H 0.899 0.710 -1.726  0.201
H 1.868 0.987 1.244  0.222
H 2.134 2.376 0.020  0.219
H 2.963 0.914 -0.090  0.215
H 0.156 -2.241 1.293  0.219
H -1.280 -1.392 1.818  0.247
H 0.308 -0.510 1.867  0.212
H -1.530 -2.930 -0.852  0.221
H 0.065 -2.347 -1.621  0.227
H -1.530 -1.580 -1.841  0.210

Summary:
- E_HOMO (alpha / beta) (eV) = -7.90 / -7.87
- charge = 0

## C
Entry from the OMol25 dataset: a single C6H12OS molecule (wB97M-V/def2-TZVPD).

Each line ends with the natural charge from an NBO analysis.
CARTESIAN COORDINATES (ANGSTROEM)
C 1.123 -0.910 -2.471  -0.647
C -0.007 -0.238 -1.832  -0.189
C -0.165 0.146 -0.548  -0.137
C 0.777 -0.191 0.556  -0.488
C 0.250 -1.207 1.613  -0.041
O -0.713 -0.717 2.431  -0.716
S -1.775 0.837 -0.134  0.183
C -1.274 2.227 0.984  -0.737
H 1.834 -1.181 -1.709  0.207
H 0.769 -1.888 -2.863  0.222
H 1.581 -0.359 -3.369  0.228
H -0.830 0.008 -2.499  0.201
H 0.978 0.790 0.975  0.216
H 1.614 -0.650 0.121  0.213
H 1.087 -1.396 2.287  0.178
H -0.076 -2.145 1.081  0.153
H -1.475 -0.598 1.842  0.472
H -0.918 1.824 1.930  0.231
H -2.221 2.789 1.140  0.232
H -0.560 2.860 0.464  0.219

Summary:
- structure (SMILES) = C/C=C(\CCO)SC
- E_HOMO (eV) = -8.33
- charge = 0

Which is most stable, and by how much? A, by 0.073 eV.

## A
Entry from the OMol25 dataset: 2 unconnected molecules or ions with the total composition CH6N2P2 (wB97M-V/def2-TZVPD).

Each line ends with the natural charge from an NBO analysis.
CARTESIAN COORDINATES (ANGSTROEM)
C -1.939 -0.351 -0.074  -0.496
N 2.485 -0.052 -0.174  -1.260
N -0.998 0.662 0.378  -0.527
P 3.636 0.706 0.543  0.784
P 1.210 -0.933 0.082  0.794
H -2.109 -0.458 -1.143  0.186
H -1.810 -1.250 0.432  0.196
H -2.950 -0.132 0.268  0.212
H -1.107 1.376 -0.354  0.308
H 2.790 1.698 1.356  -0.112
H 0.792 -1.265 -1.313  -0.085

Summary:
- E_HOMO (alpha / beta) (eV) = -7.13 / -9.30
- charge = 0

## B
Entry from the OMol25 dataset: 2 unconnected molecules or ions with the total composition CH6N2P2 (wB97M-V/def2-TZVPD).

Each line ends with the natural charge from an NBO analysis.
CARTESIAN COORDINATES (ANGSTROEM)
C -2.031 0.442 -0.016  -0.399
N 2.527 0.259 0.185  -1.204
N -0.688 -0.045 -0.157  -0.837
P 1.660 1.536 0.137  0.792
P 3.685 -0.794 -0.270  0.447
H -2.543 0.459 -1.031  0.190
H -2.657 -0.075 0.568  0.170
H -1.993 1.455 0.379  0.187
H -0.190 -0.254 0.731  0.363
H -0.761 -0.946 -0.639  0.364
H 2.990 -2.036 0.112  -0.075

Summary:
- E_HOMO (alpha / beta) (eV) = -7.10 / -7.06
- charge = 0

Which is most stable, and by how much? B, by 1.971 eV.